w.
Below is the ion C2H4ClN2 with charge +1, with properties calculated with ωB97M-V with the def2-TZVPD basis set.

Geometry as XYZ:
```
9
Properties=species:S:1:pos:R:3:nbo_charge:R:1
C -0.4623 -1.7411 0.1879 0.183
N 0.2238 -0.6834 0.2533 -0.386
C 1.1775 0.1290 -0.0460 0.482
N 1.0980 1.6214 0.0956 -0.744
Cl 2.8533 -0.3967 -0.0704 0.150
H -1.1218 -2.1053 -0.7682 0.241
H -0.7019 -2.3328 0.9979 0.220
H 0.2266 2.0715 0.0808 0.419
H 1.9090 2.1751 0.2105 0.434
```

Results
- structure (SMILES) = C=NC(=[NH2+])Cl
- total charge = +1
- HOMO (eV) = -15.552

x.
Below is the ion C2H4ClN2 with charge +1, with properties calculated with ωB97M-V with the def2-TZVPD basis set.

Geometry as XYZ:
```
9
Properties=species:S:1:pos:R:3:nbo_charge:R:1
C 1.6915 0.3995 0.2128 -0.472
N 0.3883 0.0426 -0.0568 -0.205
C -0.7191 -0.3763 -0.2009 0.737
N -1.9811 -0.7397 -0.3456 -0.608
Cl -3.1550 0.3293 0.3560 0.260
H 2.4852 0.1380 -0.4919 0.285
H 1.6854 1.4690 0.2537 0.267
H 2.0729 0.1010 1.1826 0.262
H -2.4681 -1.3635 -0.9098 0.474
```

Results
- structure (SMILES) = CN=C=[NH+]Cl
- total charge = +1
- HOMO (eV) = -15.496

Relative energy of each structure, in kJ/mol: w 0.0; x 80.0.